Molecular formula: C50H82F24O25
Method: DFT, ωB97M-V with the def2-TZVPD basis set

Values from the calculation:
relative energy (zero: lowest compared OMol25 entry of this formula, charge and spin)	0.0	kcal per mole
SMILES	CCOC(=O)C(F)(F)F.CCOC(=O)C(F)(F)F.CCOC(=O)C(F)(F)F.CCOC(=O)C(F)(F)F.CCOC(=O)C(F)(F)F.CCOC(=O)C(F)(F)F.CCOC(=O)C(F)(F)F.CCOC(=O)C(F)(F)F.COCCOCCOC.COCCOCCOC.COCCOCCOC
E_HOMO	-9.3832	eV
net charge	0
E	-169584.79394	eV

Cartesian coordinates (Å):
C1 -5.116 -2.164 0.923
C2 -4.948 -2.515 2.399
O1 -4.828 -3.942 2.416
C3 -4.687 -4.553 3.573
O2 -4.622 -4.043 4.649
C4 -4.643 -6.092 3.418
F1 -4.517 -6.442 2.131
F2 -3.580 -6.606 4.052
F3 -5.744 -6.619 3.947
H1 -4.193 -2.326 0.364
H2 -5.494 -1.162 0.741
H3 -5.837 -2.877 0.514
H4 -5.858 -2.156 2.881
H5 -4.093 -1.976 2.805
C5 6.651 -0.931 4.737
C6 6.061 -0.330 3.480
O3 6.420 -1.088 2.317
C7 7.574 -0.817 1.741
O4 8.408 -0.062 2.144
C8 7.728 -1.597 0.416
F4 7.478 -0.774 -0.606
F5 8.972 -2.053 0.266
F6 6.883 -2.627 0.373
H6 6.413 -1.989 4.834
H7 6.245 -0.416 5.607
H8 7.735 -0.820 4.735
H9 6.375 0.702 3.349
H10 4.979 -0.394 3.565
C9 -4.517 8.477 0.228
C10 -4.337 7.331 1.192
O5 -4.769 6.156 0.473
C11 -4.708 5.005 1.116
O6 -4.302 4.824 2.221
C12 -5.305 3.851 0.285
F7 -5.982 4.281 -0.772
F8 -4.335 3.028 -0.138
F9 -6.136 3.150 1.064
H11 -5.520 8.501 -0.206
H12 -3.873 8.362 -0.646
H13 -4.374 9.434 0.728
H14 -4.983 7.436 2.062
H15 -3.301 7.264 1.518
C13 1.176 8.601 1.375
C14 0.114 8.453 0.309
O7 0.138 7.151 -0.322
C15 -0.408 6.164 0.345
O8 -0.881 6.215 1.441
C16 -0.321 4.821 -0.409
F10 0.418 3.978 0.306
F11 -1.560 4.302 -0.513
F12 0.198 4.929 -1.626
H16 0.976 8.000 2.258
H17 1.127 9.648 1.693
H18 2.174 8.440 0.976
H19 0.288 9.135 -0.520
H20 -0.886 8.644 0.703
C17 7.152 3.202 1.518
C18 6.044 2.831 0.532
O9 5.036 1.989 1.112
C19 4.132 2.590 1.851
O10 4.068 3.755 2.099
C20 3.071 1.611 2.399
F13 3.233 0.381 1.917
F14 3.158 1.555 3.735
F15 1.849 2.045 2.085
H21 6.677 3.666 2.385
H22 7.729 4.021 1.089
H23 7.761 2.338 1.765
H24 6.450 2.262 -0.303
H25 5.629 3.753 0.124
C21 -2.573 -1.747 -6.687
C22 -1.750 -1.387 -5.456
O11 -2.501 -0.552 -4.555
C23 -3.351 -1.200 -3.790
O12 -3.507 -2.382 -3.672
C24 -4.185 -0.268 -2.886
F16 -3.865 1.027 -3.049
F17 -5.482 -0.416 -3.161
F18 -3.966 -0.593 -1.620
H26 -3.477 -2.280 -6.380
H27 -2.042 -2.505 -7.267
H28 -2.794 -0.870 -7.287
H29 -0.920 -0.785 -5.822
H30 -1.373 -2.273 -4.951
C25 -0.905 -8.442 4.531
C26 -0.220 -7.102 4.519
O13 -0.891 -6.247 3.556
C27 -0.396 -5.033 3.436
O14 0.537 -4.580 4.021
C28 -1.116 -4.226 2.329
F19 -0.213 -3.672 1.525
F20 -1.961 -4.962 1.614
F21 -1.808 -3.226 2.911
H31 -0.264 -9.167 5.035
H32 -1.242 -8.785 3.556
H33 -1.803 -8.424 5.155
H34 0.835 -7.134 4.249
H35 -0.299 -6.619 5.494
C29 7.037 4.334 -6.093
C30 6.647 2.866 -6.159
O15 7.695 2.120 -6.800
C31 8.292 1.183 -6.087
O16 8.035 0.868 -4.966
C32 9.391 0.465 -6.902
F22 9.088 -0.838 -6.941
F23 9.434 0.915 -8.159
F24 10.596 0.614 -6.362
H36 6.177 4.860 -5.670
H37 7.280 4.708 -7.082
H38 7.834 4.499 -5.368
H39 5.761 2.746 -6.782
H40 6.396 2.499 -5.168
C33 -1.736 1.045 4.236
O17 -3.048 0.645 3.969
C34 -3.826 1.693 3.430
C35 -5.249 1.204 3.232
O18 -5.729 0.416 4.287
C36 -7.098 0.155 4.191
C37 -7.580 -0.655 5.368
O19 -7.546 0.126 6.528
C38 -7.873 -0.610 7.683
H41 -1.672 1.839 4.983
H42 -1.151 1.332 3.347
H43 -1.209 0.147 4.567
H44 -3.393 1.934 2.449
H45 -3.835 2.604 4.038
H46 -5.348 0.655 2.281
H47 -5.877 2.098 3.140
H48 -7.208 -0.493 3.301
H49 -7.791 0.994 4.043
H50 -6.937 -1.547 5.461
H51 -8.553 -1.096 5.096
H52 -7.030 -1.200 8.050
H53 -8.774 -1.219 7.543
H54 -8.148 0.118 8.451
C39 0.756 -4.539 -6.538
O20 2.076 -4.063 -6.386
C40 2.566 -3.912 -5.074
C41 1.682 -3.262 -4.027
O21 0.589 -4.101 -3.714
C42 -0.207 -3.570 -2.669
C43 -1.415 -4.445 -2.513
O22 -1.039 -5.741 -2.130
C44 -2.161 -6.567 -1.896
H55 0.649 -5.539 -6.105
H56 0.560 -4.593 -7.609
H57 0.019 -3.867 -6.098
H58 3.494 -3.348 -5.162
H59 2.832 -4.905 -4.675
H60 1.296 -2.304 -4.411
H61 2.324 -3.112 -3.156
H62 -0.484 -2.528 -2.876
H63 0.358 -3.577 -1.724
H64 -2.014 -4.399 -3.435
H65 -2.101 -4.016 -1.762
H66 -1.755 -7.427 -1.358
H67 -2.695 -6.827 -2.809
H68 -2.836 -6.115 -1.155
C45 5.046 0.300 -2.725
O23 3.627 0.314 -2.731
C46 3.180 0.457 -1.415
C47 1.692 0.302 -1.315
O24 1.095 1.370 -2.027
C48 -0.305 1.219 -2.180
C49 -1.088 1.129 -0.901
O25 -1.154 -0.224 -0.535
C50 -1.495 -0.623 0.757
H69 5.401 0.139 -3.742
H70 5.383 -0.523 -2.087
H71 5.455 1.261 -2.388
H72 3.359 1.483 -1.040
H73 3.714 -0.171 -0.688
H74 1.354 0.370 -0.276
H75 1.359 -0.663 -1.704
H76 -0.485 0.373 -2.860
H77 -0.619 2.069 -2.793
H78 -2.070 1.601 -1.031
H79 -0.539 1.694 -0.135
H80 -1.706 -1.689 0.764
H81 -2.342 -0.005 1.087
H82 -0.730 -0.513 1.544

***

Molecular formula: C50H84BBr2Cl26N2O6P2S3
Method: DFT, ωB97M-V with the def2-TZVPD basis set

Values from the calculation:
E_HOMO	-4.3148	eV
net charge	-1
E	-585884.69322	eV

Cartesian coordinates (Å):
C1 -0.594 -7.220 3.565
C2 -0.854 -6.179 2.282
Br1 -2.121 -6.822 0.875
C3 -0.135 -4.844 2.261
Br2 1.031 -4.492 3.893
C4 -0.347 -3.796 1.023
O1 0.242 -2.428 1.199
P1 0.968 -1.678 -0.194
C5 -0.590 -0.836 -0.906
C6 -1.936 -0.951 0.022
C7 -3.107 0.043 -0.639
S1 -4.641 0.187 0.449
C8 -5.789 -1.314 0.164
S2 -5.116 -2.855 -0.260
N1 -7.277 -1.078 0.293
C9 -8.108 -2.151 -0.373
C10 -8.482 -3.626 0.290
C11 -9.345 -4.805 -0.458
C12 -9.939 -4.549 -1.967
C13 -9.620 -3.065 -2.641
C14 -8.725 -1.887 -1.896
C15 -7.749 -1.024 1.728
C16 -6.902 -1.468 3.059
C17 -7.642 -1.351 4.540
C18 -9.192 -0.850 4.784
C19 -10.041 -0.397 3.444
C20 -9.304 -0.501 1.982
B1 1.193 -0.053 0.867
O2 2.076 1.074 0.401
N2 0.472 0.195 2.194
C21 0.078 1.681 2.122
C22 1.360 -0.080 3.387
C23 2.825 -1.973 0.315
Cl1 3.097 -3.641 1.075
C24 3.796 -1.931 -1.046
C25 5.154 -2.876 -0.796
Cl2 4.426 -0.237 -1.455
O3 0.875 -3.152 -1.182
C26 0.072 -4.183 -0.504
S3 -1.434 -4.281 -1.675
P2 0.979 -5.797 -0.926
O4 2.114 -5.409 -2.005
O5 1.818 -6.569 0.387
O6 -0.065 -6.947 -1.790
H1 0.492 -7.677 3.514
H2 -0.823 -6.668 4.578
H3 -1.357 -8.102 3.473
H4 -1.538 -3.764 0.946
H5 1.603 -1.143 -1.407
H6 -0.393 0.333 -1.057
H7 -0.766 -1.284 -1.982
H8 -2.351 -2.038 -0.103
H9 -1.812 -0.591 1.129
H10 -3.467 -0.536 -1.620
H11 -2.679 1.066 -1.011
H12 -8.040 -3.814 1.380
H13 -9.493 -5.821 0.147
H14 -10.574 -5.393 -2.475
H15 -10.073 -2.878 -3.714
H16 -8.519 -0.857 -2.458
H17 -5.793 -1.864 2.951
H18 -7.019 -1.641 5.492
H19 -9.721 -0.796 5.844
H20 -11.141 -0.008 3.539
H21 -9.933 -0.195 1.039
H22 2.845 1.067 1.068
H23 -0.282 1.996 1.031
H24 -0.841 1.928 2.830
H25 0.969 2.387 2.447
H26 0.954 -1.086 3.884
H27 1.116 0.766 4.189
H28 2.504 -0.154 3.148
H29 3.207 -1.175 1.092
H30 3.260 -2.436 -1.986
H31 4.952 -4.014 -1.044
H32 5.652 -2.694 0.247
H33 5.928 -2.509 -1.626
H34 -2.624 -4.329 -0.886
H35 1.704 -7.568 0.204
H36 -0.142 -6.635 -2.761
Cl3 0.261 3.566 -1.160
C27 -0.066 5.232 -0.620
C28 0.795 5.630 0.568
Cl4 0.349 4.745 2.048
H37 -1.133 5.311 -0.389
H38 0.147 5.887 -1.470
H39 0.662 6.694 0.784
H40 1.858 5.452 0.374
Cl5 4.766 0.655 7.436
C29 3.802 -0.579 6.588
C30 4.596 -1.276 5.493
Cl6 4.955 -0.189 4.128
H41 2.905 -0.095 6.189
H42 3.488 -1.308 7.340
H43 4.017 -2.111 5.089
H44 5.544 -1.670 5.872
Cl7 1.409 8.378 -2.691
C31 0.214 8.649 -3.984
C32 -0.863 7.576 -4.004
Cl8 -0.226 5.993 -4.516
H45 0.751 8.700 -4.937
H46 -0.238 9.627 -3.796
H47 -1.645 7.848 -4.718
H48 -1.328 7.454 -3.021
Cl9 8.061 -2.374 -4.720
C33 7.734 -0.708 -4.180
C34 8.595 -0.310 -2.992
Cl10 8.149 -1.195 -1.511
H49 6.667 -0.630 -3.949
H50 7.947 -0.053 -5.030
H51 8.462 0.754 -2.776
H52 9.658 -0.488 -3.186
Cl11 6.456 -5.962 -7.902
C35 5.807 -5.244 -6.407
C36 4.444 -4.604 -6.622
Cl12 4.539 -3.142 -7.635
H53 6.537 -4.520 -6.033
H54 5.726 -6.054 -5.676
H55 4.023 -4.295 -5.661
H56 3.742 -5.299 -7.093
Cl13 -11.791 -3.700 -3.521
C37 -12.986 -3.429 -4.814
C38 -14.063 -4.502 -4.834
Cl14 -13.426 -6.085 -5.346
H57 -12.449 -3.378 -5.767
H58 -13.438 -2.451 -4.626
H59 -14.845 -4.230 -5.549
H60 -14.528 -4.625 -3.851
Cl15 -6.161 4.432 4.276
C39 -5.597 2.746 4.169
C40 -4.144 2.598 4.591
Cl16 -3.026 3.359 3.432
H61 -5.755 2.400 3.143
H62 -6.238 2.155 4.830
H63 -3.877 1.538 4.639
H64 -3.964 3.039 5.577
Cl17 -4.598 1.153 -3.782
C41 -3.154 1.261 -4.820
C42 -2.854 -0.052 -5.526
Cl18 -2.312 -1.316 -4.393
H65 -2.313 1.586 -4.199
H66 -3.353 2.043 -5.558
H67 -2.047 0.091 -6.250
H68 -3.730 -0.430 -6.062
Cl19 4.305 10.675 2.010
C43 3.110 10.946 0.717
C44 2.033 9.874 0.697
Cl20 2.669 8.291 0.186
H69 3.646 10.997 -0.235
H70 2.657 11.925 0.905
H71 1.251 10.146 -0.017
H72 1.568 9.751 1.680
Cl21 8.557 -2.144 7.208
C45 8.230 -0.478 7.748
C46 9.091 -0.080 8.936
Cl22 8.644 -0.965 10.417
H73 7.163 -0.400 7.979
H74 8.443 0.177 6.898
H75 8.958 0.984 9.152
H76 10.153 -0.258 8.742
Cl23 0.802 9.620 -6.884
C47 2.246 9.729 -7.921
C48 2.546 8.415 -8.627
Cl24 3.088 7.152 -7.495
H77 3.087 10.053 -7.300
H78 2.047 10.511 -8.660
H79 3.353 8.558 -9.351
H80 1.670 8.037 -9.164
Cl25 12.080 -0.090 7.418
C49 12.727 -0.449 5.798
C50 12.365 -1.850 5.333
Cl26 13.204 -3.109 6.273
H81 13.812 -0.301 5.826
H82 12.300 0.292 5.116
H83 12.663 -1.984 4.289
H84 11.288 -2.033 5.405